(1)
ORCA calculation (ωB97M-V/def2-TZVPD) on C2H2N2OS2 in the gas phase at a distorted geometry.

The geometry in XYZ format:
```
9
Properties=species:S:1:pos:R:3
O 1.25962 1.64919 1.02318
C 0.59616 0.75996 0.56935
S -0.00982 1.12080 -0.90748
N -0.24051 -0.26584 -1.71977
C -0.99959 -1.14771 -1.01660
N -1.14659 -1.18611 0.30240
S 0.34946 -0.93390 1.25149
H -1.35236 -1.96581 -1.76152
H -2.02858 -1.72787 0.67691
```

Calculated values
**Max |F|**: 6.17 eV/Å
**Relative energy (zero: lowest compared OMol25 entry of this formula, charge and spin)**: 144.00 kJ/mol
**SMILES string**: O=C1SN=CNS1
**2S+1**: 1
**HOMO-LUMO gap**: 8.5548 eV
**Highest occupied orbital energy**: -8.89 eV



(2)
ORCA calculation (ωB97M-V/def2-TZVPD) on 2 unconnected molecules or ions with the total composition C2H6O2 at a distorted geometry.

The geometry in XYZ format:
```
10
Properties=species:S:1:pos:R:3
C -1.10671 -0.47386 0.47646
C -1.39530 0.29972 -0.57115
H -1.34148 -1.52816 0.50176
H -0.73819 -0.01244 1.42626
H -1.64514 -0.12924 -1.53183
H -1.34804 1.37699 -0.51376
O 1.56970 -0.11027 0.58325
O 2.25474 0.61802 -0.42511
H 0.56980 -0.47889 0.26530
H 3.18063 0.43811 -0.21119
```

Calculated values
**Max |F|**: 4.39 eV/Å
**Relative energy (zero: lowest compared OMol25 entry of this formula, charge and spin)**: 446.45 kJ/mol
**SMILES string**: C=C.OO
**2S+1**: 1
**HOMO-LUMO gap**: 10.1656 eV
**Highest occupied orbital energy**: -9.34 eV



(3)
ORCA calculation (ωB97M-V/def2-TZVPD) on C6H12O in the gas phase at a distorted geometry.

The geometry in XYZ format:
```
19
Properties=species:S:1:pos:R:3
C 2.25153 -0.41352 0.19708
C 1.55057 0.74729 -0.55578
C 0.23614 1.03976 0.05133
C -1.05020 0.99381 -0.63085
C -2.04284 -0.06710 -0.07372
C -1.19794 -1.38262 0.11207
O -0.42631 -1.70460 -0.89813
H 2.37520 -0.18235 1.26150
H 1.64366 -1.31426 0.06905
H 3.24432 -0.57706 -0.23861
H 2.19681 1.64129 -0.48810
H 1.42465 0.47646 -1.60735
H 0.25004 1.41216 1.08259
H -1.56173 1.96418 -0.48290
H -0.90147 0.78954 -1.69397
H -2.86582 -0.18158 -0.79444
H -2.47023 0.23218 0.89385
H -0.58538 -1.05921 1.03889
H -1.94414 -2.16060 0.42228
```

Calculated values
**Max |F|**: 2.41 eV/Å
**Relative energy (zero: lowest compared OMol25 entry of this formula, charge and spin)**: 419.28 kJ/mol
**2S+1**: 1
**HOMO-LUMO gap (spin up / spin down)**: 10.5688 / 5.8023 eV
**Highest occupied orbital energy (spin up / spin down)**: -10.07 / -7.40 eV



(4)
ORCA calculation (ωB97M-V/def2-TZVPD) on C19H19N3O5 in the gas phase at a distorted geometry.

The geometry in XYZ format:
```
46
Properties=species:S:1:pos:R:3
C 4.94127 1.58012 0.03531
C 3.61074 0.89920 0.23484
C 3.07305 0.86939 1.63603
C 1.62154 0.40105 1.75287
O 1.30294 -0.55400 2.42067
N 0.76757 1.22465 1.09262
C -0.62865 1.18614 1.02711
C -1.26839 2.14381 0.24095
C -2.64385 2.19087 0.17914
C -3.41044 1.27651 0.88852
C -2.77138 0.28699 1.63896
C -1.38611 0.25449 1.72055
O -3.47537 -0.68419 2.30847
C -4.83233 -0.75384 1.93590
C -5.42971 0.64955 1.84397
O -4.78070 1.38324 0.83184
N 2.92898 0.33076 -0.67206
N 3.34807 0.28840 -1.95112
C 2.80615 -0.55780 -2.88303
O 3.31313 -0.64151 -3.98127
C 1.63330 -1.35345 -2.43337
C 1.69223 -2.73682 -2.56999
C 0.62645 -3.51116 -2.15367
C -0.50821 -2.91454 -1.63464
C -0.58391 -1.53005 -1.53199
O -1.69960 -0.90430 -1.07699
C 0.49892 -0.74770 -1.91794
H 5.65335 0.89706 -0.42906
H 4.83350 2.45003 -0.61459
H 5.34898 1.90783 0.98643
H 3.15670 1.86588 2.08089
H 3.68743 0.18836 2.23167
H 1.18820 1.93499 0.51082
H -0.68445 2.85995 -0.31875
H -3.15191 2.93338 -0.41438
H -0.91491 -0.50946 2.31408
H -4.93168 -1.24673 0.95803
H -5.33409 -1.35135 2.69865
H -5.31024 1.15502 2.81252
H -6.48665 0.61503 1.57572
H 4.20640 0.76125 -2.23721
H 2.57519 -3.19124 -2.99156
H 0.67356 -4.58634 -2.23918
H -1.34459 -3.52188 -1.31411
H -2.33431 -1.56049 -0.76531
H 0.42384 0.32292 -1.82630
```

Calculated values
**Max |F|**: 1.26 eV/Å
**Relative energy (zero: lowest compared OMol25 entry of this formula, charge and spin)**: 178.24 kJ/mol
**SMILES string**: C/C(CC(=O)Nc1ccc2c(c1)OCCO2)=N\NC(=O)c1cccc(O)c1
**2S+1**: 1
**HOMO-LUMO gap**: 8.3450 eV
**Highest occupied orbital energy**: -7.84 eV



(5)
ORCA calculation (ωB97M-V/def2-TZVPD) on a molecular structure, C53H131CrF6N10O20S2 at a distorted geometry.

The geometry in XYZ format:
```
223
Properties=species:S:1:pos:R:3
Cr 1.81472 2.90003 3.08648
C -1.41807 3.48734 0.25446
F -2.19568 2.65838 0.94867
F -2.09081 3.83702 -0.88626
F -1.09291 4.61464 0.90793
S 0.34545 2.65844 -0.04450
O 0.26968 1.75970 -1.21516
O 1.24258 3.78131 -0.32866
N 0.76183 2.02597 1.57531
S 0.26007 0.59418 1.44787
O 0.19969 -0.03141 2.73868
O -0.96470 0.30977 0.68987
C 1.72237 -0.39686 0.56675
F 2.75716 0.39667 0.17422
F 2.19872 -1.31995 1.45555
F 1.11446 -1.07567 -0.43505
C -5.58938 -2.86054 2.18791
C -4.99348 -1.50110 1.62360
C -3.63333 -1.60460 0.88631
O -5.87370 -0.80610 0.85382
H -6.31310 -2.68167 2.98310
H -4.83070 -3.51261 2.62069
H -6.25144 -3.33540 1.46382
H -5.00851 -0.87104 2.51293
H -2.78912 -1.48725 1.56576
H -3.64362 -0.72187 0.24696
H -3.46615 -2.41887 0.18125
H -6.09174 -1.26912 0.04161
C 4.27286 -6.84972 -2.58519
C 3.70656 -6.28702 -1.26804
C 3.82580 -4.71149 -1.14085
O 5.16860 -4.19566 -0.94339
C 5.27529 -2.79927 -0.52849
N 2.33577 -6.80243 -1.16333
H 3.72450 -6.34005 -3.37741
H 4.17175 -7.92722 -2.71508
H 5.26155 -6.42431 -2.75731
H 4.34945 -6.73086 -0.50791
H 3.12102 -4.28548 -0.42678
H 3.57374 -4.30844 -2.12173
H 4.35001 -2.55799 -0.00529
H 5.36278 -2.15226 -1.40131
H 6.10832 -2.64450 0.15723
H 2.24109 -7.80535 -1.09055
H 1.72201 -6.53695 -1.92024
C -1.49967 -6.73346 -3.18521
C -1.19644 -5.22969 -3.08536
C -2.19411 -4.55769 -2.17280
O -2.50873 -3.20715 -2.44919
C -1.50012 -2.33546 -2.68615
N 0.19206 -5.24032 -2.69004
H -1.05138 -7.12546 -4.09816
H -2.57417 -6.91155 -3.14239
H -1.09899 -7.24521 -2.31019
H -1.33234 -4.72920 -4.04408
H -1.69424 -4.62363 -1.20642
H -3.14775 -5.07703 -2.07817
H -0.87483 -2.71361 -3.49492
H -1.03187 -2.10476 -1.72927
H -1.80769 -1.43001 -3.20928
H 0.30464 -5.38930 -1.69746
H 0.37552 -4.25755 -2.83361
C 5.88849 3.32926 1.37279
C 4.49804 2.71474 1.65701
C 4.48206 1.63488 2.77913
O 3.17031 1.22775 3.01231
C 3.20567 0.08001 3.87014
N 3.61925 3.78744 2.06386
H 5.81089 4.23497 0.77130
H 6.71828 2.76423 0.94819
H 6.27426 3.63336 2.34582
H 4.10431 2.33485 0.71426
H 5.01033 1.91288 3.69113
H 5.19207 0.85619 2.50050
H 3.91357 -0.67258 3.52291
H 2.18835 -0.30041 3.96208
H 3.38859 0.33299 4.91448
H 4.09076 4.17677 2.86773
H 3.79883 4.54722 1.42310
C -7.11606 4.17450 -2.96791
O -6.29054 2.95487 -3.20508
C -5.40995 2.67313 -2.07850
C -4.57604 1.43951 -2.35469
N -5.49154 0.25906 -2.34056
C -4.64034 -1.02313 -2.66259
C -5.50013 -2.40394 -2.63397
O -6.37172 -2.53853 -1.45256
C -7.56383 -3.17765 -1.66547
H -6.50432 4.97210 -2.54635
H -7.80023 3.93467 -2.15398
H -7.69384 4.40643 -3.86261
H -6.13393 2.53831 -1.27490
H -4.64202 3.43710 -1.95716
H -3.92541 1.41520 -1.48051
H -4.12568 1.35543 -3.34374
H -5.65412 0.15567 -1.34910
H -3.74664 -1.10307 -2.04371
H -4.12600 -0.90649 -3.61651
H -4.83651 -3.26833 -2.65731
H -6.18588 -2.27986 -3.47210
H -7.32671 -4.15683 -2.08151
H -8.22182 -2.50795 -2.21923
H -8.08536 -3.15066 -0.70872
C 5.09189 6.88012 1.53527
O 4.33820 6.12051 0.56828
C 3.89560 7.02753 -0.43529
C 3.20954 6.50010 -1.65823
N 3.96000 5.49326 -2.35860
C 5.30933 5.77579 -2.74144
C 5.87507 4.64248 -3.52750
O 6.18513 3.58428 -2.59331
C 6.06365 2.28285 -3.13622
H 6.15457 6.71312 1.35936
H 4.82107 6.38109 2.46572
H 4.91685 7.94108 1.71363
H 4.69682 7.62725 -0.86712
H 3.20841 7.76884 -0.02747
H 2.84910 7.27389 -2.33604
H 2.32919 6.04650 -1.20288
H 3.87292 4.56923 -1.96024
H 5.93356 5.96430 -1.86799
H 5.35913 6.73297 -3.26050
H 6.76766 4.99375 -4.04519
H 5.22044 4.29654 -4.32744
H 5.03232 2.26877 -3.48874
H 6.38325 1.40558 -2.57376
H 6.66820 2.18522 -4.03793
C -2.49879 0.18424 7.22436
O -1.44817 0.52553 6.30417
C -0.74595 1.65332 6.79958
C 0.41220 2.09884 5.86292
N 0.01815 2.36157 4.45895
C -0.90071 3.48740 4.29742
C -0.09754 4.75437 4.28469
O 0.78275 4.77403 3.14351
C 1.30057 6.09096 2.83793
H -3.02103 1.03003 7.67158
H -2.13325 -0.27849 8.14107
H -3.25487 -0.41777 6.72036
H -0.27362 1.34835 7.73339
H -1.38029 2.50303 7.05200
H 1.08650 1.25012 5.97734
H 0.88450 2.94518 6.36166
H -0.60020 1.57363 4.32901
H -1.65783 3.59569 5.07404
H -1.52605 3.26379 3.43309
H 0.33313 4.93011 5.27046
H -0.90532 5.44994 4.05716
H 2.19859 6.34196 3.40244
H 0.43539 6.75325 2.80716
H 1.50607 6.02483 1.76952
C 4.86978 -10.94693 3.16611
O 3.48532 -10.73542 3.27782
C 3.12223 -9.35698 3.29824
C 1.63394 -9.15357 3.39952
N 1.24997 -7.70275 3.33962
C 1.18505 -7.07164 1.96512
C 0.92105 -5.45848 1.93021
O -0.36265 -4.95573 2.38988
C -0.57607 -3.56075 2.10661
H 5.37191 -10.43749 3.98857
H 5.10350 -10.64607 2.14485
H 5.18041 -11.96423 3.40426
H 3.34732 -8.83839 2.36631
H 3.61439 -8.82598 4.11304
H 1.50573 -9.56896 4.39907
H 1.03831 -9.79080 2.74586
H 0.35716 -7.59504 3.79939
H 0.34217 -7.42742 1.37259
H 2.01951 -7.24856 1.28653
H 1.22731 -5.28893 0.89795
H 1.79117 -4.98450 2.38444
H 0.11277 -2.87217 2.59596
H -1.62002 -3.35102 2.33957
H -0.72271 -3.32975 1.05150
C -4.22974 1.80964 2.96058
O -5.41634 2.54029 3.34274
C -5.09730 3.25838 4.54207
C -5.43476 4.75850 4.41090
N -4.24066 5.58097 4.33409
C -4.61835 6.98987 4.53461
C -3.38081 7.78304 4.13892
O -2.91489 7.55688 2.84803
C -1.84334 8.35174 2.39408
H -4.36901 1.28773 2.01384
H -4.00078 1.05815 3.71619
H -3.36013 2.43496 2.75849
H -4.09469 3.13026 4.95006
H -5.55866 2.81016 5.42204
H -5.90889 5.08040 5.33809
H -6.12210 4.94694 3.58619
H -4.00791 5.44134 3.36124
H -4.98888 7.17977 5.54196
H -5.41450 7.26054 3.84107
H -2.53777 7.61725 4.80967
H -3.59328 8.84274 4.28030
H -1.52089 7.84890 1.48233
H -1.01391 8.52535 3.07964
H -2.32848 9.28918 2.12218
C -1.50385 -2.18756 -11.13034
O -0.94730 -1.89371 -9.92976
C 0.34481 -1.41450 -9.97511
C 0.83537 -1.14554 -8.50667
N 1.38665 -2.36258 -7.90580
C 1.23679 -2.23958 -6.42938
C 2.06751 -1.12520 -5.87101
O 1.55996 -0.82045 -4.55437
C 2.07069 0.34268 -3.92820
H -1.24144 -3.07392 -11.70792
H -1.29107 -1.41689 -11.87121
H -2.58251 -2.18487 -10.97354
H 0.54659 -0.51190 -10.55190
H 0.99561 -2.16688 -10.42064
H 0.10916 -0.70572 -7.82309
H 1.60392 -0.37424 -8.55698
H 0.84734 -3.15086 -8.23421
H 1.49921 -3.13967 -5.87343
H 0.15948 -2.20770 -6.26668
H 1.98273 -0.17658 -6.40115
H 3.11835 -1.34931 -6.05429
H 3.07075 0.00628 -3.65466
H 1.48205 0.47495 -3.02039
H 2.03553 1.17971 -4.62550
```

Calculated values
**Max |F|**: 7.20 eV/Å
**⟨S²⟩**: 6.0110
**Net charge**: +1
**2S+1**: 5
**HOMO-LUMO gap (spin up / spin down)**: 7.0218 / 6.4737 eV
**Highest occupied orbital energy (spin up / spin down)**: -9.81 / -9.81 eV



Total energy / eV: -28802.13150, -6261.62766, -8460.00835, -34718.73270, -179309.72928